Record 1
{
  "formula": "C4H5NO",
  "method": "ωB97M-V/def2-TZVPD",
  "spin_multiplicity": 1,
  "smiles": "Cc1ccon1",
  "species": ["C", "C", "C", "C", "O", "N", "H", "H", "H", "H", "H"],
  "coordinates": [[-1.76419, -0.02786, 0.10921], [-0.26696, -0.15992, -0.00480], [0.79165, 0.80318, -0.23838], [1.89806, 0.08628, 0.05706], [1.62299, -1.17974, 0.31977], [0.24360, -1.32313, 0.30438], [-2.20127, -1.01554, 0.29255], [-2.05078, 0.61505, 0.95315], [-2.20790, 0.39710, -0.79238], [1.11784, 1.32681, -1.12387], [2.91911, 0.43704, 0.09496]]
}

Record 2
{
  "formula": "C5H11O3PSi",
  "method": "ωB97M-V/def2-TZVPD",
  "spin_multiplicity": 1,
  "charge": -2,
  "species": ["C", "C", "C", "C", "C", "O", "O", "O", "Si", "P", "H", "H", "H", "H", "H", "H", "H", "H", "H", "H", "H"],
  "coordinates": [[1.23039, 1.44062, -0.31261], [0.26652, 0.09888, -2.15277], [0.37298, 0.57646, 2.80038], [-0.18100, -1.39478, 0.61320], [-1.60732, 1.36809, 0.51617], [0.81563, 0.26879, -3.45744], [2.21960, -1.94559, -2.74208], [-0.14361, -2.27926, -3.52071], [0.17163, 0.49585, 0.80707], [0.83011, -1.41515, -2.83771], [2.20909, 1.16102, -0.48938], [-0.77866, 0.32301, -2.29546], [-0.50751, 1.07278, 3.14478], [0.47507, -0.45276, 3.20324], [1.07132, 1.34193, 3.16536], [-1.20837, -1.76128, 0.56202], [0.39638, -1.70489, -0.23540], [0.22001, -2.00346, 1.59696], [-2.41050, 0.77956, 0.11286], [-1.96310, 1.71523, 1.52866], [-1.47867, 2.31496, -0.00714]]
}

Short version: DFT total energy = -7764.04913, -28668.25763 eV, in the order given.
Short version: frontier orbital gap = 10.8, 5.9 eV, in the order given.
Short version: energy above the lowest of the compared OMol25 structures with the same formula, charge and spin = 57.1, 88.9 kcal per mole, in the order given.